DFT (wB97M-V/def2-TZVPD) results for a molecular structure, C29H38GdN2O2P3.

Results
Net charge: +2
<S²>: 16.044
DFT total energy: -3177.15445 a.u.
2S+1: 8
Maximum force: 0.043 Eh/bohr

Cartesian coordinates (Å):
Gd1 0.391 1.154 -0.236
P1 2.423 -0.716 0.266
C1 2.349 -0.605 -1.606
C2 1.087 -1.208 -2.195
N1 -0.087 -0.710 -1.713
C3 -1.265 -1.208 -2.172
C4 -1.288 -2.195 -3.152
C5 -0.091 -2.693 -3.669
C6 1.114 -2.193 -3.171
C7 -2.568 -0.680 -1.590
P2 -2.378 0.953 -0.726
H1 2.082 -2.550 -3.523
H2 -2.253 -2.559 -3.490
H3 -0.093 -3.458 -4.440
H4 -3.334 -0.575 -2.375
H5 -2.961 -1.390 -0.842
H6 2.412 0.525 -1.857
H7 3.256 -1.104 -1.981
H8 1.153 3.114 -1.587
O1 1.888 2.396 -1.675
H9 2.439 2.579 -2.451
H10 -0.046 3.267 0.282
O2 -0.081 3.500 -0.710
H11 -0.445 4.395 -0.767
C8 -2.990 2.063 -2.045
H12 -4.009 1.782 -2.341
H13 -2.983 3.096 -1.676
H14 -2.339 1.996 -2.924
C9 -3.773 0.924 0.434
H15 -3.795 1.887 0.959
H16 -4.730 0.767 -0.078
H17 -3.622 0.134 1.179
C10 2.300 -2.506 0.599
H18 3.207 -3.017 0.242
H19 2.191 -2.665 1.683
H20 1.424 -2.935 0.095
C11 4.186 -0.410 0.615
H21 4.312 -0.240 1.695
H22 4.786 -1.280 0.302
H23 4.519 0.491 0.078
N2 0.068 1.512 1.762
P3 -0.084 0.841 3.191
C12 -1.368 -0.435 3.283
C13 -2.517 -0.274 4.070
C14 -3.518 -1.247 4.048
C15 -3.403 -2.361 3.217
C16 -2.272 -2.517 2.407
C17 -1.247 -1.566 2.453
C18 1.408 0.035 3.842
C19 1.453 -1.287 4.309
C20 2.657 -1.820 4.775
C21 3.811 -1.037 4.811
C22 3.766 0.288 4.361
C23 2.573 0.819 3.870
C24 -0.473 2.017 4.497
C25 -0.455 1.675 5.860
C26 -0.701 2.662 6.816
C27 -0.956 3.980 6.420
C28 -0.969 4.317 5.062
C29 -0.730 3.334 4.095
H24 -2.613 0.601 4.707
H25 -4.390 -1.127 4.689
H26 -4.192 -3.115 3.198
H27 -2.176 -3.386 1.751
H28 -0.348 -1.713 1.842
H29 0.552 -1.895 4.324
H30 2.686 -2.855 5.119
H31 4.746 -1.452 5.191
H32 4.661 0.913 4.399
H33 2.540 1.845 3.501
H34 -0.244 0.648 6.156
H35 -0.690 2.390 7.870
H36 -1.141 4.742 7.177
H37 -1.162 5.348 4.754
H38 -0.726 3.576 3.032